[1]
The following is a quantum chemistry calculation of a 5-piece molecular cluster, C16H45N3O6 overall at a distorted geometry, from the Open Molecules 2025 dataset.

```
! RIJCOSX wB97M-V def2-TZVPD def2/J DEFGRID3
* xyz 0 1
C -4.419 0.807 16.887
O -3.385 1.030 17.842
C -2.099 1.302 17.275
C -0.995 0.923 18.241
C -1.112 -0.529 18.709
N -0.795 1.736 19.418
H -4.551 1.571 16.122
H -5.361 0.822 17.436
H -4.453 -0.184 16.434
H -1.978 0.847 16.292
H -2.075 2.369 17.055
H -0.096 0.890 17.626
H -0.455 -0.834 19.524
H -1.020 -1.225 17.876
H -2.141 -0.769 18.978
H -0.844 2.709 19.150
H -1.583 1.823 20.045
C -11.761 3.069 17.127
O -12.661 3.988 16.477
C -13.583 4.703 17.289
C -14.218 5.988 16.611
C -15.363 6.677 17.311
N -14.605 5.686 15.206
H -12.387 2.338 17.640
H -11.213 3.526 17.951
H -11.018 2.615 16.472
H -14.477 4.084 17.362
H -13.167 4.897 18.278
H -13.367 6.660 16.503
H -16.218 6.027 17.493
H -15.809 7.557 16.848
H -14.957 6.993 18.272
H -13.937 5.070 14.765
H -15.368 5.029 15.286
C -13.325 -1.858 21.646
O -13.875 -0.481 21.574
C -12.868 0.473 21.941
C -11.966 0.948 20.818
N -10.898 1.817 21.292
C -9.822 1.104 22.003
C -8.953 0.315 21.018
O -8.549 1.251 19.935
C -7.281 1.924 20.091
H -12.798 -2.117 22.564
H -12.688 -2.125 20.803
H -14.044 -2.678 21.638
H -12.348 0.140 22.840
H -13.317 1.401 22.293
H -12.599 1.457 20.092
H -11.615 0.098 20.233
H -10.500 2.278 20.487
H -10.215 0.439 22.772
H -9.200 1.859 22.482
H -9.433 -0.547 20.554
H -8.118 -0.143 21.548
H -7.217 2.770 19.406
H -6.465 1.316 19.701
H -7.201 2.201 21.142
C -8.055 3.173 12.792
O -8.633 3.119 14.066
H -8.822 2.966 12.047
H -7.701 4.155 12.479
H -7.275 2.414 12.730
H -9.291 3.819 14.061
C -8.524 0.311 16.323
O -9.335 0.093 17.453
H -7.634 -0.237 16.631
H -8.923 0.079 15.335
H -8.301 1.376 16.397
H -8.819 0.434 18.187
*
```

Calculated total energy in eV: -34071.5489
Energy relative to the best compared isomer or geometry (same formula, charge and spin) in kcal per mole: 72.48
Highest occupied orbital energy in eV: -8.9406
Orbital gap in eV: 9.50
SMILES string: COC[C@H](C)N.COC[C@H](C)N.COCCNCCOC.CO.CO
Lowest unoccupied orbital energy in eV: 0.6

Results of the natural (NBO) charge analysis, in e, for atoms 1 through 8: -0.257, -0.555, -0.072, -0.081, -0.618, -0.817, 0.173, 0.183

[2]
The following is a quantum chemistry calculation of a 3-piece molecular cluster, C16H45N4P overall, from the Open Molecules 2025 dataset.

```
! RIJCOSX wB97M-V def2-TZVPD def2/J DEFGRID3
* xyz 0 1
C -1.168 -4.640 1.088
C -1.352 -3.188 1.558
C -2.789 -2.827 1.920
C -3.676 -2.644 0.664
N -5.044 -3.171 0.701
P -5.261 -4.912 0.996
N -5.475 -6.693 1.169
H -1.006 -4.703 0.017
H -0.295 -5.077 1.560
H -2.013 -5.248 1.389
H -0.982 -2.485 0.816
H -0.735 -3.051 2.442
H -3.191 -3.540 2.634
H -2.730 -1.868 2.430
H -3.771 -1.572 0.518
H -3.193 -3.041 -0.224
H -5.639 -2.604 1.294
H -6.504 -4.866 0.339
H -5.273 -4.731 2.411
H -4.083 -5.137 0.274
H -6.444 -6.858 1.441
H -4.934 -7.014 1.971
C -2.277 2.057 0.289
C -1.576 2.325 -1.035
N -0.389 1.513 -1.218
C 0.456 1.957 -2.312
C -0.107 1.891 -3.736
C -0.581 0.079 -1.107
C -1.598 -0.590 -2.039
H -1.580 2.155 1.123
H -3.083 2.778 0.432
H -2.721 1.061 0.324
H -1.267 3.373 -1.052
H -2.304 2.201 -1.853
H 1.391 1.391 -2.272
H 0.735 2.996 -2.105
H -0.158 0.869 -4.109
H 0.547 2.446 -4.413
H -1.101 2.335 -3.806
H -0.876 -0.139 -0.075
H 0.391 -0.406 -1.225
H -2.541 -0.044 -2.084
H -1.822 -1.592 -1.667
H -1.217 -0.704 -3.053
C 2.001 2.613 0.964
C 3.464 2.554 1.378
N 4.327 2.029 0.337
C 5.656 1.679 0.806
C 6.558 2.803 1.332
C 4.263 2.720 -0.938
C 4.565 4.224 -0.960
H 1.651 1.646 0.605
H 1.387 2.896 1.821
H 1.824 3.351 0.181
H 3.547 1.893 2.245
H 3.779 3.554 1.720
H 6.177 1.153 0.001
H 5.534 0.940 1.604
H 6.939 3.431 0.528
H 7.424 2.370 1.837
H 6.043 3.438 2.053
H 3.261 2.571 -1.349
H 4.930 2.209 -1.636
H 4.044 4.759 -0.164
H 4.231 4.650 -1.909
H 5.630 4.434 -0.873
*
```

Calculated total energy in eV: -32568.9695
Energy relative to the best compared isomer or geometry (same formula, charge and spin) in kcal per mole: 7.26
Highest occupied orbital energy in eV: -8.0007
Orbital gap in eV: 8.86
SMILES string: CCCCN[PH3]N.CCN(CC)CC.CCN(CC)CC
Lowest unoccupied orbital energy in eV: 0.9

Results of the natural (NBO) charge analysis, in e, for atoms 1 through 8: -0.617, -0.395, -0.422, -0.232, -0.957, 1.102, -1.166, 0.209

[3]
The following is a quantum chemistry calculation of a 8-piece molecular cluster, C16H46Br2O7 overall at a distorted geometry, from the Open Molecules 2025 dataset.

```
! RIJCOSX wB97M-V def2-TZVPD def2/J DEFGRID3
* xyz 0 1
Br 2.425 -4.704 -0.722
C 3.949 -3.769 0.163
C 3.987 -2.299 -0.203
Br 5.408 -1.352 0.802
H 4.817 -4.317 -0.205
H 3.754 -3.963 1.219
H 3.050 -1.827 0.081
H 4.273 -2.200 -1.251
C 4.959 1.573 -3.074
C 3.855 1.236 -2.132
O 3.325 2.464 -1.587
H 5.842 2.041 -2.632
H 4.667 2.373 -3.755
H 5.323 0.696 -3.607
H 4.208 0.561 -1.343
H 2.952 0.805 -2.570
H 4.038 2.941 -1.144
C -4.716 -0.052 -2.199
C -4.218 0.726 -0.978
O -3.286 0.007 -0.206
H -3.962 0.043 -2.979
H -5.666 0.348 -2.533
H -4.791 -1.111 -1.950
H -5.084 0.871 -0.336
H -3.787 1.700 -1.218
H -2.495 -0.032 -0.755
C -2.130 1.350 4.944
C -1.830 2.033 3.635
O -3.019 2.078 2.819
H -3.043 1.765 5.373
H -1.266 1.365 5.614
H -2.333 0.276 4.802
H -0.996 1.521 3.161
H -1.560 3.071 3.823
H -3.325 1.191 2.605
C -0.572 -0.799 -3.715
C -0.551 -1.207 -2.258
O -0.928 -0.138 -1.417
H -1.565 -0.409 -3.934
H -0.293 -1.629 -4.351
H 0.128 0.029 -3.814
H 0.415 -1.604 -1.928
H -1.269 -1.996 -2.035
H -0.494 0.692 -1.659
C 0.624 -0.534 1.152
C 1.860 0.281 1.381
O 1.597 1.214 2.451
H 0.790 -1.369 0.455
H -0.208 0.056 0.775
H 0.415 -1.029 2.103
H 2.112 0.777 0.445
H 2.727 -0.240 1.781
H 1.121 1.958 2.053
C -1.219 3.257 -0.393
C 0.236 3.321 -0.697
O 0.521 2.461 -1.798
H -1.572 2.337 0.094
H -1.730 3.388 -1.345
H -1.522 4.015 0.322
H 0.866 2.980 0.131
H 0.610 4.341 -0.854
H 1.472 2.462 -1.929
C -0.989 -3.683 2.040
C -2.320 -3.260 1.500
O -3.289 -3.157 2.592
H -0.633 -2.913 2.729
H -0.270 -3.801 1.234
H -1.079 -4.612 2.613
H -2.676 -4.054 0.848
H -2.235 -2.316 0.970
H -3.408 -2.226 2.799
*
```

Calculated total energy in eV: -171753.9142
Energy relative to the best compared isomer or geometry (same formula, charge and spin) in kcal per mole: 14.90
Highest occupied orbital energy in eV: -9.7086
Orbital gap in eV: 9.86
SMILES string: BrCCBr.CCO.CCO.CCO.CCO.CCO.CCO.CCO
Lowest unoccupied orbital energy in eV: 0.2

Results of the Mulliken charge analysis, in e, for atoms 1 through 8: -0.192, -0.692, 0.165, -0.176, 0.414, 0.400, -0.368, 0.435